Here is a molecular structure, C35H29AlAsNO3S2SbSe4 from the OMol25 dataset. Energies are from ωB97M-V/def2-TZVPD.

Structure (XYZ):
```
77
Properties=species:S:1:pos:R:3:forces:R:3:lowdin_charge:R:1
Sb 1.014287 4.939617 -1.407330 0.01 -0.07 0.10 -0.199
Se -0.320159 5.952634 -3.136873 0.00 -0.09 0.08 -0.193
Se 1.755887 2.569623 -2.041677 -0.12 -0.04 0.06 0.190
Se 2.835170 6.099107 -0.367267 -0.10 -0.04 -0.03 -0.223
Se -0.508936 3.895603 0.423757 0.09 0.16 -0.03 0.190
As -1.492032 0.712819 -1.255522 -0.01 0.13 -0.20 1.311
S -0.435585 0.605715 1.830183 -0.23 -0.08 0.22 0.722
S 2.544819 -0.003836 4.610002 -0.10 0.51 0.42 0.656
Al 0.581858 1.881681 -0.054081 -0.02 0.12 -0.30 -0.757
O 2.220432 -0.885789 5.694173 0.04 -0.06 -0.06 -0.278
O 3.912124 0.056654 4.168463 -0.03 0.56 0.41 -0.307
O 1.929509 0.654590 0.302832 0.26 -0.44 -0.26 -0.120
N 1.570572 -0.333245 3.300484 -0.21 0.04 0.11 -0.069
C -1.874802 2.538762 -5.051551 0.00 -0.01 0.00 -0.062
C -2.172867 1.419231 -5.818338 0.01 0.01 -0.01 -0.076
C 2.535948 -5.839303 -0.437374 0.03 0.01 -0.03 -0.044
C -5.093703 2.628055 -0.263270 0.00 -0.01 0.00 -0.078
C -1.602950 -2.253005 -0.947284 0.00 0.01 0.01 -0.090
C 1.523038 3.739944 5.867867 0.00 -0.03 0.00 -0.063
C 2.155716 -3.459808 -1.133178 0.02 0.05 -0.01 -0.008
C 2.644190 -4.361277 -0.192913 0.01 0.00 0.06 -0.248
C -3.212623 1.147078 -0.466756 0.01 0.00 0.09 -0.352
C 4.035083 -2.050500 2.454655 -0.03 -0.37 -0.22 -0.048
C -1.785686 -3.516653 -1.496709 0.00 0.01 -0.01 -0.090
C -1.764219 1.159205 -3.106282 -0.02 -0.09 -0.03 -0.295
C 1.801294 -1.199356 -2.066825 0.00 0.07 0.00 -0.027
C -2.013950 -1.258225 -3.123915 0.02 0.03 -0.03 -0.186
C 2.765479 -1.604813 0.275012 -0.06 -0.08 -0.08 -0.070
C -4.882865 0.745896 1.216565 -0.01 0.02 0.00 -0.086
C -1.734332 -1.138201 -1.758507 0.04 -0.05 0.13 -0.297
C 2.227488 2.539748 5.876085 0.05 0.00 0.02 -0.034
C 0.525354 3.975534 4.927896 0.01 -0.03 -0.01 -0.045
C 0.901257 1.828606 3.979390 0.00 0.01 0.04 -0.209
C 2.696702 -0.223051 0.711624 0.10 0.17 0.33 -0.088
C 1.899118 1.613407 4.912250 -0.07 -0.06 -0.05 -0.220
C 0.752993 0.647916 3.077291 -0.07 0.06 -0.16 -0.698
C -1.669928 2.411575 -3.684600 -0.01 0.03 0.06 -0.110
C -3.698886 0.386332 0.590692 -0.01 -0.04 -0.05 -0.127
C 0.194579 3.016449 3.977256 -0.06 0.06 -0.01 -0.024
C 2.221676 -2.091773 -0.940611 0.02 0.01 0.09 -0.167
C -3.908898 2.271817 -0.891382 0.04 0.00 -0.01 -0.093
C -5.578853 1.869268 0.791978 0.00 0.00 -0.01 -0.093
C 3.265156 -3.865755 0.943434 -0.04 -0.14 -0.08 -0.002
C -2.251622 0.160774 -5.236821 -0.02 -0.03 0.01 -0.033
C -2.195471 -2.527250 -3.661540 0.01 -0.01 0.00 -0.027
C 3.350732 -2.504633 1.193722 0.08 0.09 0.13 -0.167
C -2.036282 0.019397 -3.871479 0.02 0.00 0.02 -0.188
C -2.086333 -3.646983 -2.846891 -0.01 0.02 0.00 -0.086
H 2.669225 -6.406625 0.482691 0.00 0.01 0.00 0.076
H -2.412662 -2.648331 -4.715624 0.00 0.00 0.00 0.103
H 3.324064 -1.657124 3.180729 0.35 -0.60 -0.63 0.025
H 4.770149 -1.268019 2.265721 -0.07 -0.05 0.05 0.090
H -5.630692 3.507392 -0.594814 0.01 0.00 0.00 0.104
H -5.255370 0.155871 2.044363 0.00 -0.01 -0.01 0.101
H 4.554688 -2.889855 2.913761 0.02 -0.04 -0.02 0.089
H -1.343786 -2.139189 0.099645 0.00 -0.01 0.00 0.098
H 1.715815 -3.833995 -2.051224 0.00 0.01 0.00 0.120
H 3.003598 2.344735 6.603876 0.00 0.01 0.00 0.119
H -1.686557 -4.397098 -0.874453 0.00 0.00 0.01 0.100
H -6.497534 2.156725 1.287801 0.00 -0.01 0.00 0.098
H -2.330280 1.523710 -6.884754 0.00 0.00 0.00 0.099
H 1.473345 -1.791559 -2.920466 0.00 0.00 0.02 0.089
H 1.564552 -6.088345 -0.865471 0.00 -0.02 0.01 0.078
H 3.298707 -6.166098 -1.147845 0.00 0.00 0.00 0.086
H -1.420756 3.290102 -3.100409 0.04 0.04 -0.01 0.025
H -3.157113 -0.488650 0.929515 0.01 0.02 0.03 0.079
H -0.001024 4.920650 4.927815 0.01 0.00 0.01 0.111
H 3.691631 -4.558603 1.659936 -0.02 0.02 0.02 0.117
H 3.348671 0.065281 1.539634 0.10 -0.04 -0.14 0.131
H 2.626103 -0.560177 -2.382408 0.01 0.07 0.00 0.089
H 0.989711 -0.541539 -1.783849 -0.14 0.16 0.02 0.020
H -2.231916 -4.632014 -3.272890 0.01 0.00 0.00 0.098
H -1.776751 3.516942 -5.504482 -0.02 -0.01 -0.01 0.103
H -0.582319 3.195287 3.246255 0.03 -0.02 -0.02 0.058
H -2.473034 -0.705703 -5.848425 0.02 0.01 -0.02 0.101
H 1.757812 4.497441 6.604331 0.00 0.02 -0.02 0.105
H -3.527721 2.875188 -1.705585 0.00 0.02 0.02 0.100
```
Forces are in eV/Å.

* net charge: -1
* ΔE to the lowest compared entry with this formula, charge and spin: 73.4 kJ/mol


Here is a molecular structure, C3H7NO from the OMol25 dataset. Energies are from ωB97M-V/def2-TZVPD.

Structure (XYZ):
```
12
Properties=species:S:1:pos:R:3:forces:R:3:lowdin_charge:R:1
O -0.839777 -0.233902 2.111449 -0.31 1.30 0.64 -0.050
N -1.431383 -0.288478 -0.432802 -0.54 -0.24 -0.11 0.104
C 1.001218 0.034473 -0.952094 -0.13 0.97 0.48 -0.036
C -0.217387 0.248421 -0.110621 0.86 -0.43 3.05 -0.415
C -0.006479 0.329822 1.381723 0.27 -5.13 -1.61 -0.364
H -1.379893 -0.883363 -1.240763 -0.24 0.14 -0.30 0.096
H 1.258600 -1.007064 -0.792182 0.10 -0.28 -0.42 0.095
H 0.862653 0.300604 -1.994731 0.01 -0.19 -0.17 0.080
H -1.854060 -0.758803 0.379610 0.24 0.23 -0.18 0.097
H -0.285789 1.301403 0.601686 -0.43 2.33 -1.68 0.174
H 1.060661 0.333251 1.607483 0.17 1.25 0.38 0.136
H 1.831637 0.623636 -0.558759 -0.01 0.04 -0.06 0.085
```
Forces are in eV/Å.

* net charge: 0
* ΔE to the lowest compared entry with this formula, charge and spin: 328.3 kJ/mol


Here is 13 unconnected molecules or ions with the total composition C5H32O14 from the OMol25 dataset. Energies are from ωB97M-V/def2-TZVPD.

Structure (XYZ):
```
51
Properties=species:S:1:pos:R:3:forces:R:3:lowdin_charge:R:1
O 1.698832 3.948615 1.119516 -2.11 -0.48 0.68 -0.056
O -0.202379 -1.444598 1.780569 -0.11 -2.11 -0.79 0.055
O 0.255526 -3.658458 -2.277572 2.23 -0.24 -4.59 0.059
O -0.484309 -1.396796 -3.572937 4.56 -3.86 2.16 0.146
O -0.117510 -4.297686 0.997484 -1.75 1.02 0.13 -0.054
O -3.092290 -1.902536 -1.298089 3.13 0.48 0.32 -0.025
O 0.314631 3.821103 -2.760791 -5.29 6.04 -7.02 0.038
O -2.364509 0.390487 2.152471 -0.78 4.72 -0.93 -0.044
O 4.017694 0.128047 -0.380532 -0.75 2.88 -0.53 -0.026
O 0.245295 0.537595 2.371183 1.17 0.44 0.09 0.043
O -3.466093 0.645815 -0.237858 -3.01 0.76 -0.78 -0.051
O -1.007107 2.585077 -0.939194 4.46 -0.64 1.94 -0.119
O -1.008026 -0.790944 4.244353 -0.90 0.52 -0.33 0.026
O 2.515040 1.819085 3.216558 -0.56 -0.34 -1.17 -0.058
C 0.649445 0.394786 -2.316031 0.83 -1.86 -0.47 -0.011
C 0.367176 -0.416615 1.476107 -1.70 -1.19 0.90 -0.477
C 1.631083 -0.185914 -3.072889 2.40 0.37 -1.60 0.221
C 1.002991 -0.431692 0.103690 5.59 1.36 1.02 -0.095
C 0.188364 -0.272378 -1.067819 -3.98 5.68 0.20 -0.198
H 3.820625 0.763835 -1.123379 0.64 -0.79 1.23 0.072
H -3.165682 1.017230 1.967908 1.94 -2.62 0.95 0.128
H -2.599375 -0.478168 2.340173 -1.61 -1.96 0.13 0.004
H 1.158819 3.692781 1.917967 0.92 0.54 -1.00 0.070
H -0.661154 0.494373 -0.791189 1.14 -1.84 -0.01 0.144
H 1.843249 -1.212232 -0.014412 -1.95 0.26 0.65 0.169
H 1.779350 1.191904 3.315335 0.32 0.29 0.64 0.011
H -1.536376 -1.330704 3.623565 0.39 0.31 0.57 0.074
H -0.941101 -3.786698 1.224621 0.49 -1.33 -0.47 0.058
H -0.971406 -1.550862 -2.785538 -1.22 -0.16 1.15 0.036
H -2.906342 -1.049172 -0.866748 0.03 -0.33 -0.06 -0.002
H -2.631996 0.919178 0.047991 2.23 0.74 0.79 -0.038
H -4.032955 1.447630 -0.102433 0.55 -1.11 -0.53 0.105
H 0.275902 1.267025 -2.803662 -0.86 0.83 0.34 0.114
H 2.229436 0.313149 -3.925696 -1.52 -0.72 1.26 0.162
H -0.183260 -1.241202 4.218890 1.22 -1.30 0.65 0.059
H 1.699257 0.364078 -0.096369 0.55 1.11 1.39 0.090
H -0.227754 0.053019 3.230733 -0.12 1.26 -1.71 0.122
H -4.004339 -1.815560 -1.343995 -2.94 -0.28 -0.47 0.008
H -0.546753 3.024759 -0.109390 -1.63 -0.77 -2.06 0.131
H -0.533782 -3.221087 -2.408386 -2.66 0.68 -0.37 -0.024
H 2.423472 1.872185 2.242607 0.61 0.18 0.63 0.009
H -0.627887 3.631599 -2.612367 0.49 0.53 -0.05 0.060
H 0.438225 -3.549849 1.179366 1.29 0.40 0.20 -0.012
H -0.106921 2.154987 -1.298263 -3.40 1.51 1.32 0.052
H -0.905245 -0.800165 -4.039815 -3.81 4.70 -4.11 0.022
H -0.273585 -1.140619 -1.173984 -2.16 -3.90 -1.46 0.061
H 0.365570 -3.755154 -1.404407 0.44 -1.05 5.36 -0.043
H 0.718761 3.298998 -2.251828 5.39 -5.76 6.35 -0.133
H 4.056177 -0.693554 -0.808547 0.43 -2.03 -0.84 0.008
H 2.561273 3.632249 1.335838 1.10 -0.05 0.29 0.009
H 2.013085 -1.121532 -2.744204 0.27 -0.89 0.02 0.096
```
Forces are in eV/Å.

* <S²>: 0.753
* net charge: +1
* E: -1262.494128 a.u.
* spin multiplicity: 2


Here is a molecular structure, CH5NO2S from the OMol25 dataset. Energies are from ωB97M-V/def2-TZVPD.

Structure (XYZ):
```
10
Properties=species:S:1:pos:R:3:forces:R:3:lowdin_charge:R:1
S 0.190663 -1.314993 0.270814 -1.25 4.62 -2.29 0.881
O 0.285609 -1.672366 1.628018 0.21 -1.33 2.67 -0.507
O 1.388827 -0.645747 -2.498573 0.86 0.44 -0.23 -0.059
N -0.291066 0.154037 -0.018780 0.91 -3.53 -0.77 -0.276
C 0.815819 0.409366 -2.466890 1.87 1.31 -0.81 -0.208
H -0.201915 0.372364 -2.245809 -1.99 0.65 0.05 0.012
H -1.544290 0.488172 3.925512 0.67 -1.60 -1.60 0.031
H -1.305542 -0.076439 3.372324 -0.66 1.60 1.60 0.003
H 1.300738 1.506321 -2.644390 -0.60 -2.32 0.31 0.125
H -0.638843 0.779284 0.677774 -0.02 0.15 1.07 -0.002
```
Forces are in eV/Å.

* net charge: 0
* ΔE to the lowest compared entry with this formula, charge and spin: 384.4 kJ/mol


Here is a molecular structure, CH3FeMgO2 from the OMol25 dataset. Energies are from ωB97M-V/def2-TZVPD.

Structure (XYZ):
```
8
Properties=species:S:1:pos:R:3:forces:R:3:lowdin_charge:R:1
Fe 0.340467 1.080211 -0.493848 0.93 -0.97 0.32 0.786
Mg 1.507586 -1.638096 0.686837 -0.02 0.61 -0.30 0.664
O -1.128189 0.333567 0.196148 -0.81 0.40 -0.13 -0.490
O 1.736006 -0.002998 -0.191924 0.11 0.22 -0.11 -0.895
C -2.460821 0.018131 -0.009588 -0.85 -0.44 0.36 -0.274
H -2.884524 -0.349152 0.945305 0.04 -0.05 -0.36 0.071
H -2.590475 -0.775506 -0.770164 0.09 0.19 0.24 0.071
H -3.129022 0.847430 -0.310499 0.51 0.05 -0.01 0.067
```
Forces are in eV/Å.

* <S²>: 8.775
* net charge: 0
* ΔE to the lowest compared entry with this formula, charge and spin: 0.0 kJ/mol
* spin multiplicity: 6


Here is a molecular structure, C19H21BN10O2PtS from the OMol25 dataset. Energies are from ωB97M-V/def2-TZVPD.

Structure (XYZ):
```
55
Properties=species:S:1:pos:R:3:forces:R:3:lowdin_charge:R:1
Pt -0.186314 -0.287415 0.699250 2.12 0.14 -0.30 1.374
S -1.037925 -0.166820 -1.797884 1.54 -0.06 1.20 0.754
O 1.656290 0.167713 -0.539666 -2.12 1.02 1.57 -0.217
O 0.725074 -2.140703 -0.048193 -2.18 0.86 1.58 -0.223
N -0.682493 1.684481 1.403559 0.27 -1.71 -0.71 -0.087
N 1.031900 -0.419680 2.565070 -1.30 0.15 -1.70 -0.045
N -2.826645 0.173723 -3.763920 0.27 -0.05 0.54 -0.111
N 0.467455 0.056003 3.684382 -0.12 0.10 0.34 -0.024
N -1.836244 -0.892380 1.902487 1.50 0.47 -1.32 -0.093
N 2.212779 -0.913311 -1.019676 -0.69 -2.14 0.41 -0.200
N -1.903495 -0.413089 3.150586 -0.17 0.05 0.40 -0.014
N -0.948057 1.832880 2.707104 -0.24 0.16 0.40 -0.022
N -3.814358 -0.060015 -1.854827 0.33 -0.03 -0.07 0.099
N 1.758845 -2.066735 -0.775198 0.89 0.95 -0.61 0.023
C 5.100806 -1.792193 -3.160167 0.09 0.16 0.00 -0.048
C -3.448197 -1.987324 2.958252 0.16 0.19 -0.01 -0.002
C -1.003560 3.844817 1.787014 0.02 -0.28 0.14 -0.003
C 3.972046 -1.943717 -2.379388 -0.32 0.08 0.27 -0.005
C -0.702809 2.886830 0.827278 -0.03 0.17 -0.33 -0.088
C 3.908808 0.464200 -2.052000 -0.43 -0.20 0.32 -0.005
C -1.784861 0.282976 -4.767080 0.46 0.04 -0.23 -0.005
C -2.757574 -1.849670 1.763474 -0.11 -0.27 -0.19 -0.094
C -1.148806 3.128542 2.966763 0.01 0.26 -0.39 -0.012
C 1.333803 -0.065697 4.696178 0.42 -0.20 -0.16 -0.014
C 3.377025 -0.804559 -1.832573 1.11 0.54 -0.71 -0.170
C -4.801599 0.106508 -2.796548 -0.18 0.10 -0.54 -0.027
C 5.041513 0.595149 -2.832448 0.17 -0.16 -0.11 -0.050
C -4.179973 0.253273 -3.988884 -0.60 -0.05 0.28 -0.006
C 2.258817 -0.843086 2.855833 0.36 -0.17 -0.05 -0.081
C 5.640362 -0.529610 -3.383450 -0.06 0.05 0.04 -0.045
C -2.870759 -1.055656 3.810569 -0.20 -0.26 -0.30 -0.007
C 2.501187 -0.638017 4.211579 -0.31 0.09 -0.15 0.000
C -2.608357 -0.016630 -2.451434 -0.90 0.05 0.55 -0.686
B -0.943576 0.657045 3.688543 0.26 -0.03 -0.16 -0.495
H -1.105513 4.904652 1.648564 0.02 0.05 -0.04 0.118
H -2.878170 -2.385635 0.837404 0.11 -0.04 -0.05 0.125
H -1.156682 1.149746 -4.563373 -0.06 0.02 0.01 0.103
H -2.239278 0.391669 -5.746970 -0.06 -0.01 0.05 0.108
H 5.464750 1.573769 -3.004817 0.00 0.04 0.02 0.118
H -4.596564 0.406518 -4.967685 0.07 -0.01 -0.06 0.144
H -5.849270 0.106734 -2.560628 -0.02 0.00 0.08 0.136
H -0.514028 3.008195 -0.225425 0.03 -0.08 -0.05 0.122
H 3.567518 -2.922422 -2.170764 -0.01 -0.04 -0.09 0.115
H 1.077561 0.254079 5.690618 -0.08 0.05 0.03 0.142
H -1.258825 1.005923 4.773462 -0.04 0.02 0.13 0.136
H -3.966840 -0.198874 -0.869362 0.09 0.02 0.01 0.159
H 5.574340 -2.661758 -3.592364 -0.02 -0.05 0.03 0.119
H -4.247971 -2.669399 3.177344 -0.06 -0.03 -0.01 0.119
H 3.395350 -0.873059 4.757798 0.05 -0.03 0.01 0.118
H 2.902370 -1.273635 2.108355 -0.02 0.00 -0.07 0.124
H 6.538008 -0.425463 -3.976518 -0.01 0.00 -0.05 0.119
H -1.387144 3.468304 3.958729 0.01 -0.06 0.09 0.143
H -1.158802 -0.608288 -4.756457 -0.07 -0.03 -0.02 0.100
H -3.103782 -0.817705 4.833043 0.06 0.09 0.06 0.145
H 3.441866 1.318815 -1.585541 0.02 0.07 -0.09 0.114
```
Forces are in eV/Å.

* net charge: +2
* E: -1976.422100 a.u.


Here is a single C6H9N molecule from the OMol25 dataset. Energies are from ωB97M-V/def2-TZVPD.

Structure (XYZ):
```
16
Properties=species:S:1:pos:R:3:forces:R:3:lowdin_charge:R:1
N -1.273678 -0.292573 0.467840 -0.32 -0.19 -0.08 -0.139
C 2.078701 -0.077479 0.001352 -0.37 -0.14 -0.23 -0.091
C 0.968321 -0.411973 -0.304671 0.45 0.15 -0.09 -0.018
C -0.411830 -0.755399 -0.597621 -0.07 -0.04 -0.03 -0.240
C -2.669743 -0.372929 0.119666 -0.50 -0.22 0.39 -0.166
C 3.436594 0.323417 0.318910 0.15 0.04 0.03 -0.111
C -2.004432 0.947988 0.343991 -0.02 0.27 0.09 -0.129
H 3.475283 0.760575 1.320665 0.11 -0.05 -0.13 0.079
H 4.097747 -0.547126 0.280882 0.03 0.19 0.05 0.078
H -0.558277 -1.841828 -0.595715 0.27 0.08 -0.22 0.126
H 3.778638 1.065284 -0.408858 0.09 -0.08 0.16 0.078
H -3.221904 -0.979019 0.842930 -0.32 0.82 -0.06 0.104
H -2.991982 -0.530312 -0.906395 0.37 -0.27 -0.11 0.097
H -2.184634 1.532206 1.248162 0.25 -0.29 -0.14 0.098
H -1.786281 1.560404 -0.542167 -0.29 -0.30 0.21 0.109
H -0.732524 -0.381234 -1.588974 0.18 0.01 0.17 0.123
```
Forces are in eV/Å.

* net charge: 0
* SMILES string: CC#CCN1CC1
* ΔE to the lowest compared entry with this formula, charge and spin: 327.0 kJ/mol